No. 1
Computed, not measured: C56H75N6OP2S4SiTl as an isolated structure, with ωB97M-V/def2-TZVPD.

The geometry in XYZ format:
```
146
Properties=species:S:1:pos:R:3
Tl 1.360 0.129 -0.590
N 0.634 -4.462 0.172
C 0.614 -3.241 -0.437
S -0.259 -1.975 0.327
N 1.325 -3.185 -1.546
N 1.377 -1.936 -2.082
C 1.650 -1.830 -3.327
C 1.929 -3.002 -4.203
C 1.038 -3.355 -5.208
C 1.292 -4.459 -6.012
C 2.445 -5.206 -5.819
C 3.345 -4.847 -4.823
C 3.086 -3.752 -4.013
C 1.688 -0.470 -3.919
C 2.299 -0.256 -5.149
C 2.372 1.035 -5.644
C 1.810 2.068 -4.915
C 1.208 1.760 -3.706
N 1.149 0.529 -3.215
H -0.053 -4.635 0.884
H 0.961 -5.240 -0.378
H 0.139 -2.768 -5.357
H 0.590 -4.733 -6.788
H 2.645 -6.065 -6.448
H 4.251 -5.422 -4.678
H 3.785 -3.460 -3.238
H 2.739 -1.086 -5.683
H 2.872 1.230 -6.585
H 1.843 3.091 -5.264
H 0.744 2.530 -3.099
C 1.233 3.559 -0.198
Si 0.497 2.192 0.840
C -1.361 2.542 0.928
C -1.709 3.197 2.117
C -2.994 3.655 2.359
C -3.971 3.461 1.401
C -3.644 2.837 0.208
C -2.354 2.369 -0.059
P -1.918 1.619 -1.682
C -2.872 2.711 -2.843
C -2.341 4.154 -2.710
C -2.614 5.001 -3.966
C -3.879 4.522 -4.668
C -3.667 3.103 -5.215
C -2.765 2.250 -4.300
C -2.843 0.010 -1.641
C -4.369 0.022 -1.736
C -4.917 -1.360 -1.330
C -3.985 -2.502 -1.774
C -3.223 -2.097 -3.032
C -2.264 -0.940 -2.710
C 1.237 2.267 2.575
C 1.946 3.439 2.878
C 2.587 3.607 4.096
C 2.536 2.593 5.037
C 1.822 1.437 4.767
C 1.149 1.258 3.556
P 0.228 -0.280 3.128
C 1.121 -1.565 4.159
C 1.004 -2.922 3.449
C 1.637 -4.025 4.295
C 0.898 -4.210 5.640
C 0.021 -2.999 5.973
C 0.757 -1.695 5.664
C -1.453 -0.216 3.973
C -1.727 0.962 4.910
C -3.117 0.847 5.546
C -4.210 0.733 4.484
C -3.934 -0.448 3.557
C -2.556 -0.317 2.907
H 1.069 4.540 0.254
H 0.754 3.561 -1.179
H 2.303 3.397 -0.328
H -0.949 3.366 2.869
H -3.226 4.161 3.289
H -4.983 3.808 1.570
H -4.418 2.743 -0.541
H -3.930 2.682 -2.569
H -1.261 4.127 -2.519
H -2.792 4.626 -1.836
H -1.774 4.922 -4.664
H -2.694 6.054 -3.691
H -4.156 5.197 -5.479
H -4.708 4.533 -3.954
H -3.212 3.162 -6.207
H -4.634 2.610 -5.344
H -1.721 2.317 -4.620
H -3.050 1.202 -4.396
H -2.571 -0.401 -0.661
H -4.661 0.253 -2.765
H -4.817 0.781 -1.097
H -5.912 -1.495 -1.761
H -5.036 -1.390 -0.244
H -4.556 -3.418 -1.934
H -3.255 -2.714 -0.987
H -3.937 -1.797 -3.806
H -2.659 -2.941 -3.434
H -2.018 -0.397 -3.624
H -1.325 -1.339 -2.329
H 2.021 4.232 2.149
H 3.137 4.517 4.298
H 3.052 2.701 5.984
H 1.793 0.658 5.516
H 2.168 -1.261 4.068
H 1.491 -2.852 2.475
H -0.046 -3.161 3.246
H 2.682 -3.754 4.477
H 1.653 -4.963 3.738
H 1.624 -4.354 6.443
H 0.280 -5.110 5.613
H -0.269 -3.024 7.026
H -0.906 -3.045 5.396
H 1.682 -1.690 6.252
H 0.169 -0.847 6.015
H -1.504 -1.130 4.572
H -1.669 1.890 4.341
H -0.965 1.028 5.690
H -3.302 1.707 6.194
H -3.145 -0.046 6.182
H -4.229 1.651 3.890
H -5.191 0.632 4.955
H -4.710 -0.527 2.791
H -3.964 -1.375 4.143
H -2.534 0.582 2.283
H -2.359 -1.165 2.245
C 6.255 -1.303 2.589
N 5.408 -2.123 1.743
C 5.741 -3.359 1.208
C 4.707 -3.749 0.441
N 3.756 -2.750 0.524
C 4.183 -1.736 1.310
S 3.407 -0.291 1.700
H 7.031 -1.932 3.018
H 5.651 -0.863 3.379
H 6.705 -0.497 2.010
H 6.682 -3.836 1.415
H 4.558 -4.637 -0.145
H 2.900 -2.732 -0.016
C 4.149 3.644 -2.275
O 3.701 2.338 -1.915
C 4.604 1.334 -1.908
S 6.222 1.588 -2.140
S 3.905 -0.209 -1.677
H 3.242 4.234 -2.393
H 4.718 3.614 -3.203
H 4.779 4.067 -1.494
```

Computed properties:
**E_HOMO**: -7.030 eV
**Energy**: -5320.2036 a.u.
**Frontier orbital gap**: 0.25093 Ha
**ΔE to the lowest compared entry with this formula, charge and spin**: 0.0 kJ/mol

No. 2
Computed, not measured: one molecule with the formula C3H10N2S, with ωB97M-V/def2-TZVPD.

The geometry in XYZ format:
```
16
Properties=species:S:1:pos:R:3
N -0.305 0.625 1.151
C -0.198 -0.254 0.042
C 1.339 -0.884 0.066
S 1.778 -1.868 1.593
C -0.392 0.534 -1.304
N -1.726 1.101 -1.268
H 0.573 1.102 1.337
H 0.687 -1.492 2.273
H -0.520 -0.018 1.921
H -0.871 -1.114 0.202
H 1.504 -1.564 -0.724
H 2.102 -0.090 0.004
H -0.123 -0.177 -2.175
H 0.305 1.420 -1.215
H -2.563 0.638 -0.930
H -1.591 2.042 -0.971
```

Computed properties:
**SMILES**: NC[C@H](N)CS
**E_HOMO**: -8.793 eV
**Energy**: -627.9549 a.u.
**Frontier orbital gap**: 0.35643 Ha
**ΔE to the lowest compared entry with this formula, charge and spin**: 104.3 kJ/mol

- Which of these has the lowest ΔE to the lowest compared entry with this formula, charge and spin?
  C56H75N6OP2S4SiTl

- The highest frontier orbital gap belongs to which entry?
  C3H10N2S

- ΔE to the lowest compared entry with this formula, charge and spin of number 1 (C56H75N6OP2S4SiTl)?
  0.0 kJ/mol

- Which of these has the highest frontier orbital gap?
  C3H10N2S